[1]
{
  "formula": "C3HBrClNS",
  "method": "ωB97M-V with the def2-TZVPD basis set",
  "species": ["C", "C", "C", "N", "S", "Cl", "Br", "H"],
  "positions_angstrom": [[-0.6841, -0.2882, -0.4122], [0.2398, -0.5332, 0.8418], [0.4199, 0.4929, 1.6890], [-0.0846, -0.0681, -1.4617], [1.1302, 0.2116, -2.3925], [1.0314, -2.0650, 0.9392], [-0.3683, 2.0945, 1.2352], [-1.6844, 0.1555, -0.4388]],
  "lumo_ha": [-0.04262, -0.07869],
  "homo_energy_ha": [-0.33324, -0.31416],
  "total_charge": 0,
  "homo_lumo_gap_ev": [7.908, 6.408],
  "e_above_lowest_ev": 3.5488,
  "spin_multiplicity": 1
}

***

[2]
{
  "formula": "C3HBrF2",
  "method": "ωB97M-V with the def2-TZVPD basis set",
  "species": ["C", "C", "C", "F", "F", "Br", "H"],
  "positions_angstrom": [[-0.0569, -0.1478, 0.0902], [0.2057, 0.2217, 1.1930], [1.2052, 2.1531, 3.0945], [1.5022, 1.3627, 4.1044], [0.1571, 2.9011, 3.3775], [2.6399, 3.0163, 2.2797], [-0.3271, -0.6360, -0.8075]],
  "lumo_ha": [0.03085, -0.14277],
  "homo_energy_ha": [-0.29689, -0.39722],
  "total_charge": 0,
  "homo_lumo_gap_ev": [8.918, 6.924],
  "e_above_lowest_ev": 1.3949,
  "spin_multiplicity": 3,
  "s2": 2.00
}

***

[3]
{
  "formula": "C3HBrN4",
  "method": "ωB97M-V with the def2-TZVPD basis set",
  "species": ["C", "C", "C", "N", "N", "N", "N", "Br", "H"],
  "positions_angstrom": [[-0.7976, 2.3156, -0.0212], [-0.0354, 1.2535, 0.0315], [2.4059, 0.6220, 0.1445], [-1.3730, 3.2980, 0.0639], [1.9925, 1.7944, 0.3174], [1.5054, -0.4350, -0.2559], [0.2794, 0.0504, -0.3348], [4.2441, 0.0838, 0.0198], [-0.3265, -0.7405, -0.4908]],
  "lumo_ha": [-0.06260, -0.06263],
  "homo_energy_ha": [-0.35424, -0.35419],
  "total_charge": 0,
  "homo_lumo_gap_ev": [7.936, 7.934],
  "e_above_lowest_ev": 4.4660,
  "spin_multiplicity": 1
}

***

[4]
{
  "formula": "C3HBrNO2S2",
  "method": "ωB97M-V with the def2-TZVPD basis set",
  "species": ["C", "C", "C", "N", "O", "O", "S", "S", "Br", "H"],
  "positions_angstrom": [[1.8356, 0.7481, -0.4692], [-0.1393, 0.1769, -1.1483], [-0.0930, -0.7166, 0.2057], [0.9383, 0.8660, -1.4045], [-1.5829, -1.6995, 2.4090], [-1.8866, 0.6355, 1.6162], [1.3754, -0.3089, 0.8452], [-1.8692, -0.8031, 1.3095], [-1.2823, -0.1783, -2.6081], [2.7039, 1.2798, -0.7556]],
  "lumo_ha": [0.11326, 0.06535],
  "homo_energy_ha": [-0.07459, -0.14875],
  "total_charge": -1,
  "homo_lumo_gap_ev": [5.112, 5.826],
  "spin_multiplicity": 3,
  "s2": 2.03
}

***

| no. | energy (eV) | F_max (Eh/bohr) |
| --- | --- | --- |
| 1 | -98012.1273 | 0.047 |
| 2 | -78596.4335 | 0.157 |
| 3 | -79124.3649 | 0.143 |
| 4 | -100422.2314 | 0.071 |